# 1
{
  "formula": "C7H4EuNO5",
  "method": "the ωB97M-V functional and the def2-TZVPD basis",
  "species": ["O", "C", "Eu", "O", "C", "C", "O", "C", "O", "C", "O", "H", "C", "C", "N", "H", "H", "H"],
  "xyz": [[-0.033, 4.439, -3.811], [0.001, 3.305, -3.699], [0.190, -0.245, -0.178], [-0.052, 3.527, -0.039], [-0.029, 2.377, -0.082], [-0.347, -1.265, -2.441], [-0.798, -2.030, -3.194], [2.055, 1.272, -1.138], [2.704, 2.032, -1.703], [-1.788, 0.882, -1.335], [-2.552, 1.479, -1.952], [0.593, -0.327, -2.350], [0.003, -2.794, 4.085], [0.019, -2.159, 2.786], [0.038, -1.626, 1.747], [-0.903, -2.509, 4.637], [0.872, -2.473, 4.675], [0.027, -3.885, 3.993]],
  "atomic_forces_ev_per_a": [[0.06, -2.02, 0.15], [-0.07, 2.01, -0.12], [0.25, -0.16, -1.18], [0.05, -3.58, -0.22], [-0.15, 4.29, 0.63], [-2.28, -1.09, 2.71], [1.59, 1.30, -0.70], [2.20, 1.82, -1.69], [-1.55, -1.85, 1.39], [-2.71, 1.68, -2.26], [1.98, -1.70, 1.65], [0.67, 0.11, -1.54], [-0.02, -0.14, 0.65], [0.04, 1.09, -2.09], [-0.07, -1.88, 3.29], [0.19, -0.04, -0.26], [-0.18, -0.04, -0.27], [-0.01, 0.19, -0.14]],
  "mulliken_charge": [-0.181, 0.183, 1.230, -0.113, 0.093, 0.057, -0.247, 0.127, -0.135, 0.147, -0.123, -0.061, -0.848, 0.512, -0.534, 0.295, 0.295, 0.303],
  "max_force_ev_per_a": 4.34,
  "total_energy_ev": -38370.044,
  "total_charge": 1,
  "multiplicity": 8
}

---

# 2
{
  "formula": "C7H4LaN2O4",
  "method": "the ωB97M-V functional and the def2-TZVPD basis",
  "species": ["O", "C", "La", "O", "C", "C", "O", "C", "O", "N", "C", "C", "N", "C", "H", "H", "H", "H"],
  "xyz": [[-3.310, 0.201, 1.365], [-2.618, -0.208, 0.543], [-0.453, -1.118, -0.680], [-2.090, 1.444, -3.076], [-1.698, 0.614, -2.369], [-2.111, -2.943, -1.051], [-2.655, -3.953, -1.080], [0.417, -1.752, -2.900], [1.166, -2.119, -3.687], [2.431, 1.287, 1.364], [1.467, 1.547, 2.336], [0.298, 1.023, 1.872], [0.540, 0.466, 0.599], [1.862, 0.631, 0.363], [3.409, 1.561, 1.397], [1.662, 2.066, 3.237], [-0.684, 0.969, 2.297], [2.368, 0.286, -0.530]],
  "atomic_forces_ev_per_a": [[2.67, -1.65, -3.48], [-3.61, 2.04, 4.02], [1.14, 0.71, 1.44], [1.83, -4.11, 3.47], [-2.04, 4.53, -3.88], [-4.08, -6.22, -0.19], [2.07, 4.05, -0.01], [4.17, -2.10, -5.53], [-3.04, 1.41, 2.89], [-0.62, -0.12, 0.14], [-0.43, -0.56, -0.96], [0.81, 0.00, -0.69], [0.79, 0.87, 1.59], [-0.24, 0.29, 0.09], [0.00, 0.02, 0.10], [0.33, 0.37, 0.61], [-0.04, 0.27, 0.32], [0.29, 0.21, 0.04]],
  "mulliken_charge": [0.010, 0.139, 1.789, -0.033, 0.187, 0.155, 0.011, 0.183, 0.048, 0.062, -0.545, -0.049, -0.149, -0.250, 0.268, 0.428, 0.401, 0.346],
  "max_force_ev_per_a": 7.44,
  "total_energy_ev": -19321.456,
  "total_charge": 3,
  "multiplicity": 1
}